--- i ---
# C4H12NO2S

A cluster of 2 separate species, C4H12NO2S in total (the ωB97M-V functional and the def2-TZVPD basis, the Open Molecules 2025 dataset).

Output
- Gap between HOMO and LUMO: 9.72 eV
- Highest occupied orbital energy: -13.434 eV

```
! RIJCOSX wB97M-V def2-TZVPD def2/J DEFGRID3
* xyz 1 1
O -0.622 1.345 2.881
C 0.261 0.733 2.372
C 0.399 0.633 0.854
C -0.110 -0.709 0.377
C 0.276 -1.200 -1.033
S 0.986 -0.058 -2.272
N 1.873 0.885 0.502
H 1.006 0.180 2.968
H -0.193 1.425 0.403
H 0.307 -1.505 1.004
H -1.192 -0.688 0.482
H -0.539 -1.659 -1.527
H 1.005 -1.987 -0.945
H -0.176 0.432 -2.714
H 2.460 0.902 1.336
H 2.013 1.711 -0.075
H 2.159 0.116 -0.048
H -3.785 0.182 -1.011
H -3.107 -0.415 -2.248
O -3.022 -0.323 -1.304
*
```

These are the Löwdin partial charges, in e, on atoms 1 to 8: 0.14, -0.22, -0.24, -0.18, -0.51, 0.77, 0.22, 0.14

=====

--- ii ---
# C4H12NO2S

A cluster of 2 separate species, C4H12NO2S in total (the ωB97M-V functional and the def2-TZVPD basis, the Open Molecules 2025 dataset).

Output
- Gap between HOMO and LUMO (alpha / beta): 6.93 / 9.01 eV
- Highest occupied orbital energy (alpha / beta): -10.935 / -12.321 eV

```
! RIJCOSX wB97M-V def2-TZVPD def2/J DEFGRID3
* xyz 1 1
C 1.635 -0.291 -1.672
C -3.012 0.439 1.703
C 1.635 0.169 -0.284
C -0.855 1.457 -0.038
N 1.114 -0.806 0.684
O -0.461 2.764 -0.231
O -1.263 0.633 -1.042
S -1.190 0.850 1.553
H 1.496 0.605 -2.290
H 2.581 -0.769 -2.092
H 0.796 -0.927 -2.026
H -3.466 0.911 2.499
H -3.181 -0.601 1.810
H -3.475 0.724 0.777
H 2.366 0.783 0.233
H 1.165 -1.811 0.409
H 0.038 -0.581 0.986
H 1.721 -0.731 1.545
H -0.766 3.263 0.627
H -1.212 1.076 -1.921
*
```

These are the Löwdin partial charges, in e, on atoms 1 to 8: -0.11, -0.25, -0.17, -0.72, 0.05, 0.00, 0.01, 0.98

=====

Relative energy of each structure, in kcal/mol: i 0.0; ii 67.4.